1.
This record from the OMol25 dataset describes 8 unconnected molecules or ions with the total composition C28H48N8O4. The level of theory is the ωB97M-V functional and the def2-TZVPD basis.

```
! wB97M-V def2-TZVPD RIJCOSX def2/J DEFGRID3
* xyz 0 1
C -5.06 -3.28 -0.35
C -5.99 -4.29 -0.70
C -5.45 -4.95 -1.85
N -4.18 -4.42 -2.06
C -3.92 -3.42 -1.13
H -5.33 -2.60 0.44
H -7.00 -4.41 -0.35
H -5.81 -5.67 -2.56
H -3.56 -4.64 -2.82
H -3.06 -2.79 -1.24
C -1.31 0.29 -0.65
C -0.35 0.93 0.14
C 0.86 0.37 -0.17
N 0.69 -0.52 -1.19
C -0.67 -0.64 -1.44
H -2.36 0.52 -0.62
H -0.51 1.66 0.91
H 1.83 0.70 0.15
H 1.41 -0.97 -1.74
H -1.02 -1.17 -2.31
C -0.63 -4.44 -4.76
C -1.22 -4.01 -3.65
C -0.50 -4.42 -2.49
N 0.60 -5.15 -3.05
C 0.49 -5.17 -4.37
H -1.09 -4.28 -5.72
H -2.14 -3.44 -3.67
H -0.65 -4.25 -1.44
H 1.26 -5.62 -2.45
H 1.20 -5.67 -5.02
C -0.16 -4.47 1.69
C -1.50 -4.49 1.98
C -1.94 -3.30 1.56
N -0.92 -2.42 1.34
C 0.26 -3.18 1.41
H 0.47 -5.33 1.81
H -1.99 -5.41 2.27
H -2.96 -2.95 1.57
H -1.02 -1.43 1.14
H 1.28 -2.84 1.30
C 0.32 4.22 -1.14
N -0.18 3.82 -2.44
C -0.81 4.69 -3.25
C -1.36 4.02 -4.55
O -1.03 5.83 -3.00
H 0.46 3.40 -0.43
H -0.29 5.05 -0.80
H 1.32 4.66 -1.19
H -0.06 2.85 -2.69
H -0.88 3.05 -4.72
H -1.01 4.66 -5.37
H -2.44 4.08 -4.66
C 6.18 -0.25 -1.10
N 5.60 -0.40 -2.42
C 4.35 -0.79 -2.53
C 3.86 -0.89 -3.96
O 3.66 -1.17 -1.57
H 6.77 -1.08 -0.70
H 5.53 0.15 -0.32
H 6.92 0.55 -1.07
H 6.33 -0.37 -3.12
H 4.67 -1.28 -4.57
H 3.36 0.04 -4.23
H 3.06 -1.61 -3.82
C 0.77 0.59 3.34
N 1.35 1.17 4.50
C 1.94 2.31 4.72
C 2.41 2.45 6.13
O 1.93 3.27 4.00
H 1.03 1.19 2.46
H -0.31 0.62 3.44
H 0.87 -0.49 3.32
H 1.20 0.72 5.39
H 2.18 3.36 6.69
H 3.47 2.28 5.96
H 2.13 1.67 6.84
C -0.76 6.10 5.03
N -1.27 4.73 4.88
C -1.45 4.01 3.74
C -0.72 4.38 2.41
O -2.14 2.97 3.79
H -1.54 6.84 5.21
H -0.38 6.54 4.10
H 0.01 6.25 5.79
H -1.53 4.26 5.73
H -1.19 5.04 1.68
H -0.69 3.37 1.98
H 0.29 4.73 2.57
*
```

Computed properties:
highest occupied orbital energy: -7.64 eV
structure (SMILES): c1cc[nH]c1.c1cc[nH]c1.c1cc[nH]c1.c1cc[nH]c1.CNC(C)=O.CNC(C)=O.CNC(C)=O.CNC(C)=O
calculated total energy: -49923.358 eV
Kohn-Sham gap: 0.291 hartree

List of Löwdin charges in e, atom by atom:
1. C -0.131
2. C -0.101
3. C -0.109
4. N 0.004
5. C -0.145
6. H 0.089
7. H 0.082
8. H 0.095
9. H 0.105
10. H 0.090
11. C -0.128
12. C -0.153
13. C -0.150
14. N 0.045
15. C -0.130
16. H 0.103
17. H 0.071
18. H 0.115
19. H 0.113
20. H 0.099
21. C -0.138
22. C -0.181
23. C -0.051
24. N 0.017
25. C -0.157
26. H 0.102
27. H 0.085
28. H 0.090
29. H 0.150
30. H 0.108
31. C -0.162
32. C -0.119
33. C -0.176
34. N 0.056
35. C -0.123
36. H 0.090
37. H 0.105
38. H 0.099
39. H 0.107
40. H 0.098
41. C -0.063
42. N 0.015
43. C -0.578
44. C 0.002
45. O 0.062
46. H 0.058
47. H 0.078
48. H 0.082
49. H 0.126
50. H 0.062
51. H 0.070
52. H 0.078
53. C -0.079
54. N 0.022
55. C -0.562
56. C 0.008
57. O 0.006
58. H 0.086
59. H 0.088
60. H 0.077
61. H 0.148
62. H 0.085
63. H 0.090
64. H 0.079
65. C -0.057
66. N 0.015
67. C -0.616
68. C -0.009
69. O 0.052
70. H 0.071
71. H 0.085
72. H 0.085
73. H 0.134
74. H 0.087
75. H 0.092
76. H 0.073
77. C -0.076
78. N 0.018
79. C -0.493
80. C -0.001
81. O -0.012
82. H 0.072
83. H 0.077
84. H 0.078
85. H 0.135
86. H 0.076
87. H 0.041
88. H 0.066

---

2.
This record from the OMol25 dataset describes 3 unconnected molecules or ions with the total composition C3H12O2S2. The level of theory is the ωB97M-V functional and the def2-TZVPD basis.

```
! wB97M-V def2-TZVPD RIJCOSX def2/J DEFGRID3
* xyz 0 1
C -1.88 2.19 0.11
C -1.54 1.44 1.31
C -2.26 -0.03 1.18
S -1.02 -1.11 2.24
S -1.62 -0.51 4.27
H -1.09 2.27 -0.73
H -2.86 1.68 -0.32
H -2.16 3.25 0.38
H -1.69 2.02 2.31
H -0.44 1.13 1.08
H -2.05 -0.34 0.13
H -3.40 -0.15 1.40
H -0.30 -0.14 4.64
O 5.96 -1.31 -1.25
H 6.07 -1.79 -2.02
H 6.17 -1.86 -0.50
O 1.39 -2.16 -4.46
H 0.81 -1.68 -5.13
H 1.90 -2.88 -4.64
*
```

Computed properties:
highest occupied orbital energy: -8.39 eV
structure (SMILES): CCCSS.O.O
calculated total energy: -29068.802 eV
Kohn-Sham gap: 0.319 hartree
energy relative to the best compared isomer or geometry (same formula, charge and spin): 66.1 kcal/mol

List of Löwdin charges in e, atom by atom:
1. C -0.203
2. C -0.399
3. C -0.481
4. S 0.359
5. S 0.241
6. H 0.099
7. H 0.100
8. H 0.076
9. H 0.123
10. H 0.091
11. H 0.057
12. H 0.102
13. H -0.165
14. O -0.020
15. H -0.010
16. H 0.030
17. O -0.052
18. H 0.076
19. H -0.024

---

3.
This record from the OMol25 dataset describes C5H8NO2 in the gas phase. The level of theory is the ωB97M-V functional and the def2-TZVPD basis.

```
! wB97M-V def2-TZVPD RIJCOSX def2/J DEFGRID3
* xyz 0 2
O 0.47 1.73 -1.75
C -0.07 0.64 -1.39
O -1.06 0.01 -1.84
C 0.79 0.00 -0.24
C 0.11 -0.35 1.13
C -1.00 -1.41 1.30
C -1.43 -1.72 2.54
N 1.87 0.98 0.04
H 1.09 -0.91 -0.76
H -0.25 0.60 1.37
H 0.77 -0.58 1.87
H -1.29 -1.85 0.41
H -1.09 -1.27 3.43
H -1.84 -2.59 2.73
H 1.37 1.78 0.29
H 2.52 1.11 -0.91
*
```

Computed properties:
highest occupied orbital energy (spin up / spin down): -9.89 / -9.74 eV
calculated total energy: -10895.319 eV
Kohn-Sham gap (spin up / spin down): 0.391 / 0.229 hartree
⟨S²⟩: 0.759
energy relative to the best compared isomer or geometry (same formula, charge and spin): 63.1 kcal/mol

List of Löwdin charges in e, atom by atom:
1. O 0.007
2. C -0.538
3. O 0.197
4. C -0.259
5. C -0.130
6. C -0.096
7. C 0.028
8. N 0.101
9. H 0.145
10. H 0.099
11. H 0.080
12. H 0.071
13. H 0.057
14. H -0.006
15. H 0.052
16. H 0.192

---

4.
This record from the OMol25 dataset describes a molecular structure, C22H18ClN4O4OsS3. The level of theory is the ωB97M-V functional and the def2-TZVPD basis.

```
! wB97M-V def2-TZVPD RIJCOSX def2/J DEFGRID3
* xyz 1 1
Os -1.35 0.18 -0.47
O -0.34 -4.18 2.69
C -0.35 -3.09 3.47
C -0.29 -3.31 4.85
C -0.26 -2.26 5.72
C -0.30 -0.93 5.26
C -0.40 -0.70 3.92
C -0.43 -1.77 3.00
C -0.60 -1.47 1.60
O -0.93 -0.22 1.25
N -0.46 -2.35 0.63
N -0.72 -1.74 -0.55
C -0.57 -2.49 -1.63
S -0.03 -4.11 -1.52
C -0.36 -4.47 -3.27
C -0.10 -3.20 -4.06
S -0.90 -1.84 -3.17
H -0.34 -3.91 1.75
H -0.26 -4.34 5.19
H -0.20 -2.45 6.79
H -0.27 -0.11 5.96
H -0.44 0.31 3.54
H -1.39 -4.81 -3.37
H 0.32 -5.28 -3.57
H -0.53 -3.25 -5.06
H 0.97 -2.97 -4.13
Cl 5.55 4.04 1.03
C 4.38 2.94 0.37
C 4.50 2.52 -0.94
C 3.56 1.64 -1.46
C 2.51 1.20 -0.66
C 2.39 1.64 0.65
C 3.33 2.51 1.18
C 1.47 0.30 -1.24
O 1.66 -0.82 -1.63
O 0.25 0.90 -1.26
H 5.32 2.87 -1.54
H 3.66 1.29 -2.47
H 1.56 1.31 1.26
H 3.26 2.85 2.20
C -0.75 3.80 -0.97
C -2.05 3.20 -1.38
C -2.99 3.87 -2.16
C -4.17 3.23 -2.46
N -4.47 1.99 -2.06
C -3.55 1.40 -1.34
S -3.57 -0.28 -0.77
N -2.36 1.96 -0.98
H -0.87 4.87 -0.81
H -0.01 3.64 -1.75
H -0.38 3.33 -0.06
H -2.79 4.88 -2.50
H -4.93 3.72 -3.06
*
```

Computed properties:
highest occupied orbital energy (spin up / spin down): -10.88 / -10.87 eV
calculated total energy: -84746.520 eV
Kohn-Sham gap (spin up / spin down): 0.216 / 0.216 hartree
energy relative to the best compared isomer or geometry (same formula, charge and spin): 30.8 kcal/mol

List of Löwdin charges in e, atom by atom:
1. Os 1.409
2. O 0.093
3. C -0.247
4. C 0.005
5. C -0.049
6. C -0.070
7. C -0.021
8. C -0.085
9. C -0.337
10. O -0.222
11. N 0.069
12. N -0.298
13. C -0.928
14. S 1.027
15. C -0.477
16. C -0.468
17. S 0.966
18. H 0.070
19. H 0.128
20. H 0.115
21. H 0.108
22. H 0.113
23. H 0.087
24. H 0.091
25. H 0.090
26. H 0.091
27. Cl 0.700
28. C -0.658
29. C -0.082
30. C -0.002
31. C -0.150
32. C -0.019
33. C -0.085
34. C -0.502
35. O 0.111
36. O -0.243
37. H 0.113
38. H 0.129
39. H 0.112
40. H 0.112
41. C -0.004
42. C -0.273
43. C 0.019
44. C -0.064
45. N 0.107
46. C -0.746
47. S 0.724
48. N -0.092
49. H 0.098
50. H 0.103
51. H 0.080
52. H 0.127
53. H 0.128

---

5.
This record from the OMol25 dataset describes 2 unconnected molecules or ions with the total composition CH3IOS2. The level of theory is the ωB97M-V functional and the def2-TZVPD basis.

```
! wB97M-V def2-TZVPD RIJCOSX def2/J DEFGRID3
* xyz 0 1
C -0.62 -0.62 0.43
O 0.86 1.64 0.32
S -0.51 -0.39 -1.35
S 0.95 0.22 0.03
I 2.94 1.36 -2.75
H -1.37 -0.02 0.93
H -0.57 -1.66 0.75
H 1.84 1.66 -1.66
*
```

Computed properties:
highest occupied orbital energy: -9.91 eV
calculated total energy: -32902.828 eV
Kohn-Sham gap: 0.363 hartree
energy relative to the best compared isomer or geometry (same formula, charge and spin): 22.9 kcal/mol

List of Löwdin charges in e, atom by atom:
1. C -0.684
2. O -0.579
3. S 0.552
4. S 0.573
5. I 0.482
6. H 0.048
7. H 0.033
8. H -0.425

---

6.
This record from the OMol25 dataset describes a molecular structure, C11H10ClIrNO2S. The level of theory is the ωB97M-V functional and the def2-TZVPD basis.

```
! wB97M-V def2-TZVPD RIJCOSX def2/J DEFGRID3
* xyz 2 6
Cl -0.15 4.84 -2.47
C -2.02 -0.02 -0.99
C -1.25 -1.22 -0.99
C 0.00 -0.95 -1.62
H -1.57 -2.18 -0.59
C 0.03 0.45 -2.00
C -1.23 1.02 -1.59
H -1.48 2.07 -1.79
H -3.03 0.09 -0.60
H 0.82 -1.64 -1.80
C 1.11 1.17 -2.75
Ir -0.08 0.52 0.20
C 1.59 1.27 0.71
O 2.57 1.77 1.08
C -0.91 1.64 1.50
O -1.38 2.31 2.32
H 2.09 0.87 -2.37
H 0.96 2.25 -2.62
H 1.05 0.93 -3.82
S -0.64 -2.72 3.50
C 1.06 -2.60 3.10
C 1.28 -1.65 2.12
N 0.10 -1.02 1.74
C -1.00 -1.51 2.34
H 1.83 -3.18 3.58
H 2.23 -1.38 1.67
H -2.01 -1.14 2.15
*
```

Computed properties:
highest occupied orbital energy (spin up / spin down): -14.16 / -17.03 eV
calculated total energy: -43326.152 eV
Kohn-Sham gap (spin up / spin down): 0.263 / 0.186 hartree
⟨S²⟩: 8.765

List of Löwdin charges in e, atom by atom:
1. Cl 0.114
2. C -0.097
3. C -0.094
4. C -0.044
5. H 0.141
6. C -0.360
7. C -0.106
8. H 0.125
9. H 0.146
10. H 0.155
11. C -0.002
12. Ir 1.370
13. C -0.198
14. O 0.218
15. C -0.206
16. O 0.213
17. H 0.104
18. H 0.042
19. H 0.129
20. S 1.151
21. C -0.292
22. C -0.183
23. N -0.217
24. C -0.431
25. H 0.098
26. H 0.125
27. H 0.099

---

7.
This record from the OMol25 dataset describes a gas-phase ion, C5H10N3O4 (charge -1). The level of theory is the ωB97M-V functional and the def2-TZVPD basis.

```
! wB97M-V def2-TZVPD RIJCOSX def2/J DEFGRID3
* xyz -1 1
C -0.65 -2.17 0.84
C -1.05 -0.83 0.27
C -1.57 -1.02 -1.29
O -0.72 -1.48 -2.05
O -2.72 -0.64 -1.60
C 0.32 0.32 0.27
N 0.67 0.48 1.72
N 1.42 -0.36 -0.47
N -0.02 1.57 -0.22
C 0.74 2.50 -0.83
O 0.34 3.61 -1.20
O 2.08 2.24 -0.97
H -1.60 -2.68 1.18
H -0.28 -2.86 0.01
H 0.06 -2.05 1.75
H -1.72 -0.20 1.01
H -0.16 0.74 2.18
H 1.11 1.32 2.05
H 1.04 -0.34 -1.44
H 1.40 -1.36 -0.19
H -1.07 1.83 -0.28
H 2.38 1.38 -0.74
*
```

Computed properties:
highest occupied orbital energy: -4.82 eV
structure (SMILES): C[C@H](C(=O)[O-])C(N)(N)NC(=O)O
calculated total energy: -18009.072 eV
Kohn-Sham gap: 0.305 hartree
energy relative to the best compared isomer or geometry (same formula, charge and spin): 34.4 kcal/mol

List of Löwdin charges in e, atom by atom:
1. C -0.142
2. C -0.177
3. C -0.727
4. O -0.058
5. O -0.072
6. C -0.510
7. N 0.066
8. N 0.070
9. N 0.124
10. C -0.570
11. O 0.019
12. O 0.089
13. H 0.080
14. H 0.090
15. H 0.086
16. H 0.132
17. H 0.035
18. H 0.056
19. H 0.092
20. H 0.072
21. H 0.208
22. H 0.037

---

8.
This record from the OMol25 dataset describes 4 unconnected molecules or ions with the total composition H8O4. The level of theory is the ωB97M-V functional and the def2-TZVPD basis.

```
! wB97M-V def2-TZVPD RIJCOSX def2/J DEFGRID3
* xyz 0 1
O -4.04 -15.69 -5.42
H -3.23 -15.96 -5.87
H -3.86 -14.79 -5.11
O -9.27 -18.92 -2.75
H -8.44 -19.00 -3.23
H -9.91 -18.64 -3.41
O -6.79 -17.15 -4.62
H -6.07 -16.56 -4.87
H -6.34 -17.97 -4.37
O -6.59 -14.47 -5.94
H -7.07 -15.25 -5.63
H -5.82 -14.83 -6.39
*
```

Computed properties:
highest occupied orbital energy: -11.29 eV
structure (SMILES): O.O.O.O
calculated total energy: -8319.748 eV
Kohn-Sham gap: 0.426 hartree
energy relative to the best compared isomer or geometry (same formula, charge and spin): 21.4 kcal/mol

List of Löwdin charges in e, atom by atom:
1. O -0.049
2. H 0.056
3. H 0.061
4. O -0.058
5. H 0.014
6. H 0.036
7. O -0.057
8. H -0.005
9. H 0.042
10. O -0.062
11. H 0.010
12. H 0.013